Entry 1:
A molecular structure, C18H19N3O4, computed with ωB97M-V/def2-TZVPD.

Calculated values
Kohn-Sham gap (eV): 6.25
Highest occupied orbital energy (Ha): -0.2583
Relative energy (zero: lowest compared OMol25 entry of this formula, charge and spin) (kJ/mol): 1234.4
Max |F| (eV/Å): 6.29

XYZ file:
```
44
Properties=species:S:1:pos:R:3:nbo_charge:R:1
C 2.936 1.373 3.371 -0.415
C 3.868 0.681 2.366 -0.414
C 2.990 0.086 1.262 -0.244
N 1.631 0.588 1.522 -0.345
C 0.625 0.389 0.706 0.183
C -0.667 0.989 0.950 -0.046
C -0.798 2.398 1.088 -0.219
C -2.014 2.984 1.407 -0.205
C -3.166 2.196 1.540 -0.212
C -3.066 0.808 1.390 -0.188
C -1.835 0.207 1.126 -0.231
C 1.544 1.424 2.732 -0.221
H 2.873 0.817 4.310 0.218
H 3.281 2.386 3.594 0.220
H 4.546 1.404 1.902 0.215
H 4.471 -0.107 2.826 0.228
H 3.339 0.393 0.260 0.212
H 2.996 -1.013 1.291 0.253
H 0.890 -0.078 -0.332 0.308
H 0.088 3.024 0.962 0.213
H -2.066 4.063 1.553 0.222
H -4.130 2.657 1.767 0.222
H -3.957 0.182 1.488 0.222
H -1.752 -0.881 1.093 0.213
H 0.753 1.065 3.408 0.224
H 1.301 2.467 2.485 0.203
C 0.426 -1.380 -0.409 -0.385
N 1.707 -2.098 -0.657 0.497
O 2.188 -2.761 0.295 -0.466
O 2.253 -1.953 -1.770 -0.435
C -0.431 -1.486 -1.607 -0.031
C -0.002 -0.847 -2.791 -0.146
C -0.766 -0.912 -3.948 -0.181
C -1.971 -1.637 -3.941 -0.003
N -2.825 -1.622 -5.078 0.502
O -3.909 -2.250 -5.010 -0.391
O -2.486 -0.983 -6.101 -0.384
C -2.400 -2.293 -2.772 -0.169
C -1.641 -2.212 -1.609 -0.208
H -0.003 -1.787 0.510 0.236
H 0.948 -0.315 -2.822 0.228
H -0.459 -0.413 -4.862 0.248
H -3.340 -2.834 -2.801 0.250
H -1.970 -2.718 -0.696 0.218
```

Entry 2:
A single C18H19N3O5S molecule, computed with ωB97M-V/def2-TZVPD.

Calculated values
Kohn-Sham gap (eV): 8.28
Highest occupied orbital energy (Ha): -0.3058
Relative energy (zero: lowest compared OMol25 entry of this formula, charge and spin) (kJ/mol): 1868.0
Max |F| (eV/Å): 17.72

XYZ file:
```
46
Properties=species:S:1:pos:R:3:nbo_charge:R:1
C -7.282 -0.757 0.421 -0.617
C -6.418 -0.477 -0.953 -0.082
O -5.147 -0.862 -0.937 -0.499
C -4.510 0.228 -0.203 0.774
O -5.011 1.259 0.227 -0.564
C -3.075 -0.057 -0.251 -0.404
S -2.642 -1.650 -0.621 0.492
C -1.038 -1.203 -0.175 0.064
N -0.125 -2.210 -0.435 -0.466
C 1.200 -2.112 -0.044 0.506
C 2.210 -2.968 0.068 -0.551
C 3.636 -2.246 -0.196 0.841
O 3.963 -1.600 -1.353 -0.722
O 4.302 -2.229 0.722 -0.446
C 5.615 -1.490 0.809 -0.216
N 1.517 -0.653 0.597 -0.502
C 0.545 0.177 0.542 0.414
N 0.875 1.359 1.282 -0.547
C 2.318 1.639 1.345 -0.197
C 3.120 1.849 -0.146 0.273
C 2.493 2.075 -1.203 -0.345
C 3.557 1.865 -2.313 -0.329
C 4.550 1.598 -1.310 0.121
O 4.317 1.538 -0.111 -0.386
C -0.750 -0.147 0.308 -0.240
C -2.050 0.678 0.258 0.121
C -2.232 2.180 0.956 -0.644
H -8.448 -0.788 0.188 0.210
H -7.234 -1.710 0.600 0.196
H -6.872 -0.124 1.101 0.216
H -6.712 -1.058 -1.775 0.181
H -6.679 0.538 -1.287 0.183
H 2.380 -3.500 0.710 0.222
H 2.071 -3.578 -0.612 0.255
H 5.404 -0.578 0.727 0.184
H 6.104 -1.907 -0.096 0.224
H 6.165 -1.602 1.729 0.203
H 0.350 2.004 1.090 0.344
H 2.470 2.461 1.789 0.185
H 2.872 1.067 1.820 0.184
H 1.602 2.329 -1.579 0.227
H 3.578 2.176 -3.525 0.264
H 5.621 1.321 -1.543 0.170
H -1.638 2.047 2.032 0.223
H -3.300 2.420 1.109 0.265
H -1.674 2.699 0.240 0.214
```

Entry 3:
A single C18H19N3O5S2 molecule, computed with ωB97M-V/def2-TZVPD.

Calculated values
Kohn-Sham gap (eV): 8.54
Highest occupied orbital energy (Ha): -0.3250
Relative energy (zero: lowest compared OMol25 entry of this formula, charge and spin) (kJ/mol): 17.4
Max |F| (eV/Å): 1.19

XYZ file:
```
47
Properties=species:S:1:pos:R:3:nbo_charge:R:1
C 1.767 -1.447 4.739 -0.871
S 1.595 -3.151 4.154 2.316
O 0.290 -3.310 3.594 -0.933
O 2.032 -4.049 5.174 -0.932
N 2.750 -3.267 2.953 -0.856
C 2.796 -2.477 1.813 0.155
C 4.003 -2.253 1.152 -0.236
C 4.033 -1.466 0.013 -0.186
C 2.877 -0.892 -0.477 -0.208
C 1.660 -1.117 0.173 0.007
C 0.441 -0.535 -0.344 0.211
N 0.422 0.241 -1.364 -0.214
N -0.841 0.634 -1.625 -0.264
C -1.183 1.405 -2.674 0.705
O -2.354 1.712 -2.870 -0.651
C -0.034 1.832 -3.557 -0.501
C -0.365 3.066 -4.407 -0.520
C -1.156 2.728 -5.672 0.788
O -0.709 2.907 -6.772 -0.587
O -2.369 2.233 -5.476 -0.694
C -1.817 0.130 -0.629 -0.096
C -2.435 1.272 0.103 -0.201
C -3.720 1.712 0.048 -0.218
C -3.946 2.853 0.850 -0.252
C -2.830 3.267 1.497 -0.399
S -1.471 2.275 1.145 0.407
C -0.933 -0.775 0.242 -0.469
C 1.627 -1.912 1.317 -0.285
H 0.961 -1.260 5.435 0.255
H 2.725 -1.359 5.233 0.244
H 1.697 -0.783 3.887 0.244
H 3.619 -3.658 3.276 0.423
H 4.909 -2.701 1.530 0.212
H 4.972 -1.301 -0.492 0.222
H 2.890 -0.277 -1.361 0.231
H 0.231 0.989 -4.201 0.246
H 0.827 2.032 -2.919 0.251
H -0.947 3.775 -3.813 0.230
H 0.561 3.548 -4.722 0.240
H -2.562 2.104 -4.511 0.511
H -2.604 -0.413 -1.163 0.241
H -4.477 1.242 -0.552 0.230
H -4.900 3.341 0.936 0.229
H -2.709 4.097 2.164 0.238
H -1.206 -1.828 0.165 0.246
H -0.973 -0.487 1.293 0.242
H 0.699 -2.122 1.822 0.248
```

Entry 4:
A molecular structure, C18H19O9P3Pd, computed with ωB97M-V/def2-TZVPD.

Calculated values
Kohn-Sham gap (spin up / spin down) (eV): 2.50 / 2.48
Highest occupied orbital energy (spin up / spin down) (Ha): 0.0692 / 0.0701
Relative energy (zero: lowest compared OMol25 entry of this formula, charge and spin) (kJ/mol): 94.1
Max |F| (eV/Å): 5.43
Total charge: -2

XYZ file:
```
50
Properties=species:S:1:pos:R:3:nbo_charge:R:1
Pd 1.312 1.121 -1.445 0.323
O 5.246 2.459 -1.171 -1.007
P 3.867 2.050 -1.777 2.511
O 3.947 1.159 -3.031 -1.193
O 3.086 1.564 -0.539 -1.181
O 3.194 3.492 -2.109 -1.150
P 1.550 3.818 -2.308 2.507
O 1.728 5.386 -2.497 -1.002
O 1.234 3.051 -3.543 -1.168
O 0.882 3.384 -1.027 -1.186
H 5.957 2.366 -1.844 0.485
H 1.539 5.761 -1.632 0.487
O -0.725 0.232 -1.468 -1.065
P -1.095 -0.478 -0.140 1.870
C 0.478 -0.971 0.612 -0.454
C 0.757 -1.057 1.999 -0.141
C 1.961 -1.537 2.430 -0.310
C 2.920 -1.907 1.481 -0.211
C 2.642 -1.898 0.129 -0.194
C 1.383 -1.481 -0.311 -0.209
C -2.073 -1.990 -0.043 -0.397
C -2.608 -2.594 -1.166 -0.184
C -3.072 -3.897 -1.104 -0.227
C -3.174 -4.560 0.133 -0.223
C -2.701 -3.901 1.277 -0.239
C -2.220 -2.589 1.197 -0.170
C -1.877 0.691 0.992 -0.446
C -3.029 0.419 1.771 -0.196
C -3.399 1.322 2.761 -0.252
C -2.803 2.577 2.845 -0.236
C -1.809 2.904 1.935 -0.221
C -1.313 1.939 1.056 -0.104
H 0.023 -0.643 2.694 0.188
H 2.183 -1.587 3.490 0.186
H 3.885 -2.248 1.798 0.186
H 3.363 -2.235 -0.594 0.207
H 1.114 -1.576 -1.364 0.265
H -2.667 -1.985 -2.079 0.236
H -3.474 -4.365 -2.000 0.200
H -3.592 -5.580 0.148 0.200
H -2.681 -4.395 2.231 0.200
H -1.974 -2.016 2.084 0.228
H -3.659 -0.478 1.588 0.211
H -4.192 1.062 3.449 0.190
H -3.103 3.258 3.620 0.193
H -1.385 3.896 1.942 0.212
H -0.413 2.114 0.458 0.286
O 1.598 -0.405 -3.529 -1.001
H 2.337 0.227 -3.514 0.523
H 0.853 0.118 -3.887 0.476
```